# 1
# C2H4KO

C2H4KO as an isolated structure (ωB97M-V/def2-TZVPD, the Open Molecules 2025 dataset).

The geometry in ORCA input format:
```
! wB97M-V def2-TZVPD RIJCOSX def2/J DEFGRID3
* xyz 0 2
K -3.030 1.127 0.069
O -0.803 1.160 -1.052
C -0.686 -1.131 -0.465
C -0.660 -0.128 -1.363
H -0.786 -0.940 0.609
H -0.553 -2.162 -0.793
H -0.491 -0.360 -2.426
H 0.346 2.047 -1.587
*
```

Values from the calculation:
**Energy above the lowest of the compared OMol25 structures with the same formula, charge and spin**: 50.02 kJ/mol
**Total energy**: -20507.6667 eV
**HOMO level (spin up / spin down)**: -5.05 / -7.60 eV



# 2
# C25H21N6OPSc

C25H21N6OPSc as an isolated structure (ωB97M-V/def2-TZVPD, the Open Molecules 2025 dataset).

The geometry in ORCA input format:
```
! wB97M-V def2-TZVPD RIJCOSX def2/J DEFGRID3
* xyz 3 1
Sc 0.178 2.286 -0.172
P 0.445 -0.249 -0.455
O 2.299 3.500 -0.071
N -2.000 2.526 -0.359
N -4.169 2.440 -0.465
N -0.440 2.164 1.957
N 2.254 2.095 -0.118
N -3.878 2.146 0.788
N -1.604 1.489 4.376
C -2.356 1.691 3.319
C -3.057 2.672 -1.161
C 3.325 1.388 -0.100
C -0.162 -2.014 -4.109
C 0.126 0.550 -3.076
C -0.733 -1.247 0.488
C 4.672 -2.062 0.092
C -2.931 -2.193 0.702
C 0.295 2.000 3.065
C -0.459 -1.563 1.823
C 2.144 -0.867 -0.116
C 3.529 -2.844 0.134
C -0.052 0.374 -4.435
C -1.412 -2.223 2.576
C -0.196 -0.910 -4.950
C -1.782 2.006 2.077
C 0.032 -1.848 -2.748
C 4.564 -0.688 -0.026
C -2.573 2.203 0.868
C 2.278 -2.244 0.011
C -2.644 -2.544 2.014
C 0.179 -0.563 -2.227
C -0.299 1.636 4.277
C -1.990 -1.525 -0.061
C 3.314 -0.051 -0.098
H 5.466 -0.093 -0.054
H -0.080 1.221 -5.103
H 5.646 -2.519 0.159
H -0.342 -1.043 -6.010
H 0.512 -1.325 2.242
H 0.057 -2.706 -2.091
H -5.142 2.479 -0.762
H -3.428 1.608 3.439
H 4.304 1.877 -0.048
H -3.382 -3.064 2.606
H 3.603 -3.916 0.257
H 0.234 1.579 -2.633
H -3.032 2.953 -2.200
H -1.200 -2.494 3.599
H -2.202 -1.256 -1.088
H -3.890 -2.447 0.274
H 3.224 3.848 -0.060
H -0.288 -3.004 -4.519
H 0.283 1.471 5.174
H 1.366 2.169 2.987
H 1.394 -2.868 0.012
*
```

Values from the calculation:
**Energy above the lowest of the compared OMol25 structures with the same formula, charge and spin**: 14.11 kJ/mol
**Total energy**: -67217.5863 eV
**HOMO level**: -17.55 eV